DFT (ωB97M-V/def2-TZVPD) results for C4H3NO in the gas phase.

Structure (XYZ):
```
9
Properties=species:S:1:pos:R:3:forces:R:3:nbo_charge:R:1
N -0.27074 -1.82989 -0.66288 0.260 -1.330 -0.586 -0.452
C 0.67838 0.29995 -0.44657 -2.559 1.469 1.970 -0.401
C 0.38728 1.38717 0.29106 0.377 -2.437 -2.012 0.222
C -1.31937 -0.26308 0.90526 0.979 3.844 -0.468 0.425
H 1.52000 0.08991 -0.96140 2.402 -0.573 -1.659 0.228
O -0.74778 1.38091 0.91195 -3.677 -3.869 1.971 -0.549
H -0.80644 -2.63171 -0.33576 -0.688 0.644 0.365 0.360
H 0.91929 2.24170 0.44856 1.679 2.245 0.165 0.190
C -0.36061 -0.67496 -0.15021 1.229 0.007 0.254 -0.023
```
Forces are in eV/Å.

Values from the calculation:
HOMO level (spin up / spin down) (eV): -9.199 / -9.198
Total charge: 0
Electronic energy (eV): -7728.0586